ORCA calculation (ωB97M-V with the def2-TZVPD basis set) on a molecular structure, C27H49N6V in a non-equilibrium geometry.

Geometry as XYZ:
```
83
Properties=species:S:1:pos:R:3:forces:R:3
V 0.780234 0.158685 0.192026 1.18 0.71 0.42
N 2.599602 1.311399 0.417634 1.37 1.39 -0.12
C 3.774167 0.523932 -0.091994 -0.42 -1.03 0.32
C 3.536183 -0.981162 0.105499 -0.29 0.01 0.47
N 2.171145 -1.380609 -0.366488 1.28 -0.51 -0.07
H 2.571678 2.205279 -0.109180 -0.06 -0.76 0.22
H 2.754579 1.643472 1.387982 0.04 -0.57 -0.59
H 4.720017 0.709016 0.394641 0.18 0.61 0.31
H 3.917962 0.722641 -1.142248 -0.17 0.25 -0.34
H 3.606009 -1.209105 1.188504 -0.03 -0.02 -0.56
H 4.309848 -1.544793 -0.434083 -0.05 0.15 0.29
H 2.046812 -2.379635 -0.157892 -0.25 0.52 0.17
H 2.242000 -1.372357 -1.378698 -0.34 0.06 -0.20
C 2.219932 -1.956866 3.726978 0.12 0.49 -0.96
C 0.928338 -1.159140 3.399699 -0.48 0.55 0.47
C 0.542311 -0.283979 4.627587 -0.82 0.72 -0.11
C -0.218374 -2.075461 3.006357 -0.14 -1.31 0.99
C -0.754090 -2.932180 4.006806 -0.53 0.17 -1.64
C -1.734453 -3.881096 3.704259 -0.18 1.00 0.01
C -2.100561 -4.125785 2.381600 1.83 0.51 0.29
C -1.461839 -3.394759 1.347381 -0.86 1.07 0.46
C -1.745726 -3.893903 -0.070898 0.04 1.32 0.56
C -0.641630 -3.542999 -1.068662 -0.94 2.32 0.17
C -3.194283 -3.623897 -0.538111 0.04 -0.03 -0.63
C -0.717249 -2.179044 1.698617 -1.35 -0.67 0.27
N -0.629945 -1.030426 0.849591 -2.02 -0.96 -0.83
C -1.718816 -0.571911 0.167683 0.72 -1.28 0.05
C -1.530869 -0.045131 -1.123043 0.48 1.36 0.49
C -2.497119 0.280264 -2.106684 0.28 -1.04 -0.87
C -1.768787 0.548735 -3.278293 0.35 -0.17 0.94
C -0.377018 0.492303 -2.913646 -0.57 -0.30 -0.03
N -0.206225 0.192112 -1.603306 -2.06 -0.41 -1.06
C 0.772303 0.490161 -3.913511 -0.08 0.45 0.33
C 1.901056 1.399886 -3.337014 0.16 -1.12 0.76
C 1.238740 -0.976759 -4.056254 1.66 1.13 0.41
C 0.311630 0.966325 -5.276308 -0.79 0.23 -0.97
H 3.106868 -1.276092 3.751494 -0.68 -0.43 0.24
H 2.403920 -2.671693 2.903279 -0.05 0.05 0.53
H 2.125505 -2.485299 4.681459 0.06 0.05 -0.26
H 1.104981 -0.551475 2.490685 0.25 0.23 0.40
H 0.238929 -0.948130 5.449153 0.33 0.22 -0.16
H -0.368824 0.381515 4.482779 1.07 -0.78 -0.23
H 1.359253 0.361132 4.998559 -0.21 -0.37 -0.27
H -0.539646 -2.718135 5.025165 0.39 -0.15 0.67
H -2.317144 -4.320224 4.503512 0.29 -0.30 0.07
H -2.785365 -4.955521 2.226475 0.11 0.20 -0.54
H -1.724636 -4.948152 0.030828 0.15 -1.23 0.21
H -0.525666 -2.433641 -1.152311 -0.06 -0.69 0.25
H -0.980641 -3.778442 -2.058430 0.31 -0.84 -0.62
H 0.328270 -3.909720 -0.774500 0.22 -0.64 -0.16
H -3.351721 -2.591505 -0.957370 0.09 -0.97 0.51
H -3.920075 -3.856158 0.279807 0.57 0.39 -0.68
H -3.353578 -4.370510 -1.345964 -0.31 0.65 0.26
H -2.759762 -0.658095 0.520956 0.46 -0.47 0.04
H -3.553858 -0.025594 -2.044551 0.56 0.68 0.03
H -2.143186 0.673311 -4.296830 0.09 0.03 0.58
H 2.142484 0.949545 -2.339625 0.04 0.54 -0.67
H 1.639609 2.435334 -3.178475 -0.71 0.24 0.10
H 2.818632 1.474352 -3.918103 0.02 -0.57 -0.31
H 1.586151 -1.302918 -3.072017 -0.22 -0.33 -0.19
H 2.126739 -0.994646 -4.713669 -0.39 -0.12 0.08
H 0.489668 -1.637009 -4.440584 -0.54 -0.28 -0.11
H -0.298648 1.882868 -5.229096 0.55 -0.05 0.05
H -0.347070 0.253903 -5.807208 0.23 -0.04 0.53
H 1.145916 1.094800 -5.972925 0.05 0.24 0.28
C -0.688851 5.208295 -0.682738 -0.36 0.51 0.00
C -1.093767 4.181337 0.430023 1.23 2.26 -0.23
C -2.503759 3.779617 0.152095 -1.26 0.45 0.27
C -0.941235 4.912737 1.814216 -0.88 0.16 -1.51
N -0.137945 3.111427 0.211049 0.52 -0.17 -0.13
N -0.238759 1.985473 1.080938 0.01 -0.44 0.08
H -1.240033 6.155211 -0.487772 0.14 -0.66 -0.49
H -0.840097 4.826763 -1.713852 -0.41 0.15 0.70
H 0.363201 5.508560 -0.688602 0.14 -0.24 0.50
H -3.125039 4.697466 0.164265 0.33 -0.38 -0.19
H -2.989629 3.170901 0.922780 0.31 -0.31 -0.09
H -2.591096 3.326402 -0.832661 -0.06 -0.21 0.03
H -1.584851 5.794222 1.822314 -0.20 -0.07 -0.14
H 0.039542 5.333501 1.959407 0.64 -0.32 0.20
H -1.301578 4.310137 2.617718 0.14 -0.57 0.80
H 0.784515 3.523632 0.345535 -0.13 -0.26 -0.08
H -1.222949 1.787926 1.174414 -0.48 -0.34 -0.33
H 0.017662 2.209377 2.031844 0.26 0.34 0.56
```
Positions in Å, forces in eV/Å.

Output
**HOMO level (alpha / beta)**: -9.4 / -10.0 eV
**Total charge**: +1
**Relative energy (zero: lowest compared OMol25 entry of this formula, charge and spin)**: 13.06 kJ/mol
**Kohn-Sham gap (alpha / beta)**: 6.82 / 7.33 eV
**Spin multiplicity**: 4
**Expectation value of S²**: 3.782

Atomic charges from the Mulliken analysis, expressed in e, are listed below: 0.388 -0.280 -0.847 -0.460 -0.235 0.212 0.281 0.555 0.270 0.242 0.523 0.223 -0.264 -1.564 3.030 -1.422 0.118 -0.599 -1.169 -0.900 -0.405 0.278 -1.004 -1.189 0.466 0.755 -1.168 1.147 -1.774 -0.590 -0.915 1.326 2.200 -1.329 -1.070 -2.133 0.412 0.318 0.370 -1.534 0.353 0.289 0.404 0.326 0.375 0.461 0.728 -0.155 0.475 0.298 0.140 0.340 0.430 0.325 0.459 0.529 -0.039 0.396 0.473 -0.081 0.431 0.373 0.428 0.395 0.398 -1.617 1.214 -1.697 -1.751 0.015 -0.511 0.392 0.332 0.408 0.473 0.393 0.312 0.452 0.390 0.410 0.348 0.289 0.333